No. 1
Here is a structure of composition C38H33BrFINO4P2SSn from the Open Molecules 2025 dataset. Energies are from the ωB97M-V functional and the def2-TZVPD basis.

```
83
Properties=species:S:1:pos:R:3:forces:R:3
Sn 1.289071 2.442319 2.664189 -0.013 -0.026 -0.028
C 0.013626 0.128145 -1.275800 0.031 -0.002 0.012
N -1.272448 0.748870 -1.062552 -0.008 0.120 -0.014
C -1.351468 1.740119 -0.017535 0.015 -0.073 -0.024
P -1.311398 0.953290 1.676065 -0.052 -0.010 -0.017
C -1.426597 2.419364 2.782625 -0.039 0.002 0.036
C -1.442759 3.756249 2.351327 0.000 0.031 0.011
C -1.478074 4.794492 3.275166 0.003 -0.012 -0.031
C -1.510710 4.519349 4.633674 0.003 -0.018 0.009
C -1.503033 3.203103 5.077282 -0.008 -0.004 -0.006
C -1.447736 2.163567 4.164563 -0.018 0.026 -0.024
C -2.971722 0.229426 1.829618 -0.016 -0.014 -0.021
C -3.121584 -1.114506 1.495986 -0.010 -0.002 0.017
C -4.383780 -1.690662 1.482369 0.009 -0.005 -0.008
C -5.495602 -0.934213 1.818223 -0.003 0.000 -0.003
C -5.348898 0.401198 2.173559 0.005 0.006 -0.006
C -4.092168 0.983949 2.176626 0.002 0.003 0.007
C -2.411822 0.211201 -1.670914 -0.037 -0.045 0.060
C -2.279354 -0.822261 -2.604160 0.016 -0.023 -0.031
C -3.396285 -1.372946 -3.217209 0.002 -0.004 0.000
C -4.669468 -0.915857 -2.925590 0.011 0.000 0.003
C -4.806980 0.110892 -2.001875 -0.001 -0.003 0.004
C -3.704088 0.667165 -1.378635 0.025 0.000 -0.021
P 0.156079 -1.597886 -0.522822 0.005 -0.028 0.029
C 1.805055 -1.446270 0.297509 0.007 0.020 -0.032
C 3.030684 -1.455661 -0.367949 0.016 -0.008 0.012
C 4.229772 -1.376798 0.325027 -0.003 -0.001 0.026
C 4.234525 -1.276183 1.708719 0.009 0.008 -0.011
C 3.012881 -1.290279 2.344272 0.014 0.011 0.047
C 1.802102 -1.368115 1.690593 0.027 -0.017 -0.003
C 0.565423 -2.659680 -1.956419 0.016 -0.006 0.002
C 0.057491 -3.957260 -1.931335 0.002 -0.008 -0.007
C 0.297832 -4.833755 -2.980707 -0.002 -0.001 0.000
C 1.040647 -4.418762 -4.075368 -0.004 0.003 0.000
C 1.546197 -3.125952 -4.116931 -0.001 -0.008 0.005
C 1.311220 -2.255144 -3.064688 -0.012 0.014 -0.005
H 0.777697 0.757177 -0.815091 0.004 0.002 0.007
H 0.240259 0.083546 -2.343344 0.009 0.002 -0.022
H -2.231078 2.368342 -0.147658 -0.026 -0.014 0.012
H -0.479889 2.401240 -0.098828 0.014 -0.007 -0.008
H -1.445201 3.990513 1.294026 0.002 0.007 0.002
H -1.483690 5.819467 2.929001 -0.001 -0.003 -0.005
H -1.533522 5.330029 5.348941 0.000 0.003 -0.003
H -1.525002 2.987128 6.136981 0.005 0.001 -0.006
H -1.431378 1.137554 4.513570 0.006 -0.012 0.010
H -2.254499 -1.702064 1.218857 -0.008 0.007 0.010
H -4.496389 -2.730649 1.205862 -0.002 0.001 0.002
H -6.479522 -1.384516 1.808850 0.001 0.000 0.002
H -6.216047 0.988910 2.445234 0.003 0.002 -0.001
H -3.988181 2.028611 2.446669 -0.001 -0.001 0.001
H -1.307844 -1.214323 -2.870416 -0.063 0.030 -0.017
H -3.254908 -2.172370 -3.933555 -0.002 -0.002 -0.002
H -5.536604 -1.349457 -3.403887 -0.001 0.002 -0.001
H -5.790802 0.485126 -1.748179 0.000 -0.001 -0.004
H -3.874527 1.438082 -0.643446 0.009 0.028 0.015
H 3.059730 -1.546734 -1.445696 0.017 -0.001 0.036
H 5.168693 -1.386568 -0.210357 -0.007 -0.006 0.005
H 5.160264 -1.193895 2.265036 -0.003 0.000 0.001
H 3.720722 -1.685426 4.184019 -0.003 0.022 0.009
H 0.877188 -1.396086 2.253028 0.003 -0.006 -0.002
H -0.541393 -4.279779 -1.087606 0.002 0.004 0.001
H -0.104718 -5.837471 -2.946927 0.001 -0.001 0.002
H 1.221375 -5.098352 -4.897683 0.001 0.000 0.001
H 2.125130 -2.795810 -4.970274 -0.002 -0.001 0.002
H 1.718060 -1.252474 -3.116685 -0.019 0.028 -0.035
O 3.037682 0.061248 5.925258 0.039 -0.001 -0.026
S 2.716655 0.479639 4.618025 -0.113 0.070 0.031
O 2.961010 -1.237230 3.775259 -0.032 -0.038 -0.063
O 1.319240 0.647223 4.252584 0.048 -0.025 -0.009
O 3.597124 1.278313 3.825476 0.091 -0.046 0.038
F 1.510762 3.534284 4.240595 0.018 0.033 0.075
Br 6.640744 0.899897 -1.265623 0.002 0.006 -0.003
C 5.150776 0.866680 -2.425756 0.002 0.001 0.000
C 5.285899 0.193123 -3.633669 -0.004 0.000 -0.013
C 4.246255 0.189686 -4.549091 -0.002 0.000 0.015
C 3.068145 0.864924 -4.264190 -0.012 -0.017 -0.010
C 2.923806 1.521462 -3.052595 -0.015 0.011 0.005
C 3.959512 1.517210 -2.125173 0.022 -0.004 -0.031
I 3.665938 2.523910 -0.325604 0.020 0.010 -0.017
H 6.216275 -0.310454 -3.856121 0.003 0.001 -0.001
H 4.368549 -0.325934 -5.492046 -0.002 0.001 -0.001
H 2.260586 0.889060 -4.984646 0.005 -0.007 0.007
H 2.010489 2.056696 -2.830027 -0.004 -0.010 0.001
```
Forces are in eV/Å.

## Properties
Multiplicity ... 1
E_HOMO ... -9.739 eV
Gap between HOMO and LUMO ... 6.50 eV
Lowest unoccupied orbital energy ... -0.1189 Ha
M ... 1006.217 g/mol
Charge ... +1
Electronic energy ... -6090.134550 a.u.
Energy above the lowest of the compared OMol25 structures with the same formula, charge and spin ... 219.1 kJ/mol

Results of the Löwdin charge analysis, in e, for atoms 1 through 8: Sn 1.302; C -0.312; N -0.191; C -0.316; P 1.021; C -0.557; C -0.143; C -0.059

No. 2
Here is a structure of composition C38H33CdCl3GeN4O3PS2 in a non-equilibrium geometry from the Open Molecules 2025 dataset. Energies are from the ωB97M-V functional and the def2-TZVPD basis.

```
86
Properties=species:S:1:pos:R:3:forces:R:3
Cd 0.258151 -0.081510 -0.960644 -0.625 0.810 -0.218
N -0.458929 -0.337743 2.820503 0.133 -0.341 0.454
C 0.515577 -0.817180 3.676096 0.424 -0.078 -0.085
C 0.134639 -1.179169 4.994116 0.311 0.197 -0.275
C 1.078811 -1.619903 5.913376 0.674 0.186 -0.795
C 2.428105 -1.676541 5.501775 -0.292 -0.030 0.132
C 2.829204 -1.326212 4.211864 -1.026 0.312 0.096
C 1.885485 -0.895525 3.244912 -0.388 -0.196 2.058
P 2.236323 -0.780354 1.500069 -0.803 0.422 -0.502
C 2.332052 0.925871 0.958772 2.956 0.613 -1.815
C 3.226622 1.206895 -0.104111 -1.686 -1.505 2.599
C 3.086088 2.368437 -0.894678 -1.614 2.471 -0.747
C 2.014485 3.240876 -0.752193 2.623 -0.948 -1.220
C 1.013346 3.000027 0.224743 -0.692 -0.064 1.609
C 1.248053 1.854223 1.240745 -0.937 1.122 1.227
C 3.933029 -1.321071 1.428873 1.086 -0.531 0.318
C 4.216011 -2.639144 1.029950 0.170 0.481 0.073
C 5.539429 -3.080801 0.990363 0.232 -0.162 0.168
C 6.587200 -2.261404 1.423760 -0.548 0.040 0.010
C 6.283961 -0.978459 1.892536 0.036 0.414 -0.070
C 4.971772 -0.488021 1.886505 0.333 -0.544 -0.113
H -1.410834 -0.538503 3.093867 0.123 0.019 -0.265
H -0.291296 -0.353907 1.818085 0.000 0.015 0.261
H -0.918523 -1.068328 5.263983 0.254 -0.143 -0.027
H 0.792283 -1.912145 6.923863 0.049 0.093 -0.250
H 3.200589 -2.005500 6.182892 -0.045 -0.047 0.207
H 3.893134 -1.367240 3.985248 -0.327 -0.095 -0.148
H 4.001879 0.485928 -0.380160 -0.388 0.236 0.084
H 3.817418 2.530930 -1.679698 -0.081 0.106 0.006
H 1.888740 4.113013 -1.392246 0.339 -0.143 0.028
H 0.524459 3.857214 0.709127 0.346 -0.021 -0.411
H 0.970999 2.123324 2.279058 0.620 -0.456 -0.395
H 3.396559 -3.299827 0.738662 0.418 0.291 0.076
H 5.748668 -4.089605 0.626303 -0.052 0.299 0.103
H 7.623503 -2.618010 1.414260 -0.428 0.151 -0.046
H 7.094048 -0.323293 2.226576 -0.238 -0.213 -0.031
H 4.739974 0.524755 2.252796 0.182 -0.576 -0.319
N -3.883341 0.009107 -2.780078 -1.844 0.659 -1.340
C -4.115107 1.231765 -3.451386 -0.220 -0.517 0.336
C -5.452021 1.675958 -3.634749 1.240 -0.262 0.221
C -5.662206 2.880037 -4.274541 0.357 0.668 -0.566
C -4.562083 3.633669 -4.769511 -0.631 -0.724 0.445
C -3.261654 3.181572 -4.596983 -0.029 -0.752 0.449
C -2.997931 1.955565 -3.920159 -2.266 1.408 -0.654
S -1.406429 1.381242 -3.781402 0.962 -0.748 0.215
N -1.552107 0.208071 -2.566984 0.741 0.281 0.091
C -2.694834 -0.330462 -2.245328 1.380 -1.785 1.925
C -2.723349 -1.364509 -1.196051 0.007 1.633 -1.493
C -3.844229 -2.164797 -0.969889 -0.746 -0.883 0.600
C -3.847225 -3.050748 0.094832 -0.577 0.504 -0.843
C -2.698698 -3.162195 0.895659 0.469 -0.077 0.698
C -1.597452 -2.386939 0.579490 -0.508 0.000 -0.545
N -1.609275 -1.500620 -0.433200 1.531 -0.372 0.979
H -4.674816 -0.490971 -2.395203 0.139 0.595 -0.191
H -6.265815 1.044126 -3.258121 0.271 0.363 -0.150
H -6.676917 3.253491 -4.427355 0.277 -0.107 0.053
H -4.754403 4.564075 -5.283023 0.039 0.081 -0.043
H -2.417872 3.747548 -4.993424 -0.186 -0.083 0.146
H -4.679001 -2.120066 -1.675704 0.099 -0.222 0.453
H -4.727016 -3.648494 0.310875 0.061 -0.034 -0.134
H -2.654647 -3.833726 1.754468 -0.022 0.132 -0.312
H -0.663370 -2.525385 1.117217 -0.140 0.224 -0.155
Cl 2.546865 2.353154 -4.744066 -0.010 0.081 -0.174
Ge 2.231791 0.483927 -3.371547 -0.268 0.436 0.018
Cl 1.515002 -1.021341 -4.945877 0.020 -0.086 -0.395
Cl 4.411688 -0.098128 -3.357704 0.236 -0.025 0.007
C 0.118180 1.807413 0.291772 -1.611 -1.086 -0.924
C -1.274816 2.163753 0.714952 -0.151 0.136 0.313
C -1.674184 2.236400 2.072041 -0.203 0.406 -0.665
C -2.971651 2.625378 2.420307 -0.225 0.047 -0.473
C -3.908218 2.962697 1.432936 0.277 -0.234 -0.160
C -3.519616 2.904481 0.078703 -0.026 -0.032 0.584
C -2.229625 2.520972 -0.270605 0.157 0.170 0.583
H -0.950895 2.043154 2.856190 -0.166 -0.106 -0.146
H -3.263766 2.662718 3.470902 0.106 0.045 -0.187
H -4.922849 3.268015 1.714722 0.390 -0.144 -0.147
H -4.225235 3.159131 -0.711284 0.089 0.027 0.148
H -1.927177 2.587287 -1.312432 0.051 -0.280 0.109
C 0.446797 -3.228827 -2.437924 0.045 -0.483 -0.525
S 1.740757 -2.853582 -1.277995 0.528 2.622 1.051
O 2.949803 -3.549385 -1.651931 -0.475 -0.475 0.013
O 1.204780 -3.094539 0.081064 0.535 -0.646 -1.654
O 2.021263 -1.312938 -1.431079 -0.973 -2.706 0.206
H 0.723773 -4.231776 -2.820072 -0.312 0.545 0.087
H 0.475545 -2.485226 -3.261955 -0.015 -0.513 0.524
H -0.527431 -3.262151 -1.928518 0.460 0.137 -0.155
```
Forces are in eV/Å.

## Properties
Multiplicity ... 2
E_HOMO (alpha / beta) ... -0.374 / -2.129 eV
Expectation value of S² ... 0.76
Gap between HOMO and LUMO (alpha / beta) ... 4.49 / 6.23 eV
Lowest unoccupied orbital energy (alpha / beta) ... 0.1512 / 0.1508 Ha
M ... 980.196 g/mol
Charge ... -2
Electronic energy ... -6675.710360 a.u.

Results of the Löwdin charge analysis, in e, for atoms 1 through 8: Cd 1.347; N 0.103; C -0.301; C -0.061; C -0.116; C -0.129; C -0.085; C -0.275